The following is a quantum chemistry calculation of a molecular structure, C18H19MnN9SSi, from the OMol25 dataset.

- Relative energy (zero: lowest compared OMol25 entry of this formula, charge and spin): 0.0 kcal per mole
- <S²>: 1.232
- 2S+1: 2
- HOMO level (spin up / spin down): -0.3105 / -0.3020 hartree
- LUMO level (spin up / spin down): -0.930 / -1.019 eV
- Total charge: 0

Geometry as XYZ:
```
49
Properties=species:S:1:pos:R:3:forces:R:3:nbo_charge:R:1
Mn 0.2932 0.3050 -1.0816 -0.175 0.013 -0.040 0.879
C 0.7593 5.5261 -0.9901 0.012 0.004 -0.006 -0.678
C 1.7618 4.4369 -1.0353 0.032 0.024 -0.018 0.371
N 3.0482 4.5581 -0.9760 -0.019 -0.025 0.015 -0.244
N 3.5231 3.2724 -1.0526 -0.001 0.016 -0.003 -0.367
C 2.5634 2.3500 -1.1513 -0.001 -0.006 -0.008 0.237
S 2.6333 0.6691 -1.2546 -0.004 0.024 0.004 -0.103
N 1.4283 3.1003 -1.1453 -0.012 0.031 0.011 -0.241
N 0.1677 2.5104 -1.2492 0.018 -0.062 -0.017 -0.649
H 1.2682 6.4603 -0.7706 -0.003 0.000 0.001 0.260
H 0.0018 5.3301 -0.2291 -0.002 -0.002 0.000 0.268
H 0.2519 5.6199 -1.9518 -0.007 -0.003 0.004 0.242
H 4.5129 3.0971 -1.0242 -0.001 -0.003 0.004 0.436
H -0.2368 2.7317 -2.1567 0.003 0.015 0.003 0.399
H -0.4519 2.8955 -0.5288 0.004 0.000 0.003 0.434
N -1.4973 0.8261 6.1124 0.012 0.006 0.002 -0.253
C -1.2064 0.7660 5.0037 -0.022 -0.012 -0.001 0.257
C -0.8397 0.6876 3.6141 0.016 0.013 0.004 -0.103
C -1.4422 -0.2415 2.7763 -0.005 0.000 -0.008 -0.195
C -1.0543 -0.2825 1.4505 -0.014 0.003 0.013 0.080
N -0.1338 0.5465 0.9458 0.043 -0.020 -0.017 -0.459
C 0.4503 1.4263 1.7614 -0.028 -0.003 0.017 0.059
C 0.1323 1.5371 3.0996 0.003 0.002 -0.003 -0.189
H -2.1951 -0.9219 3.1459 -0.001 0.001 0.001 0.249
H -1.4714 -1.0026 0.7591 0.000 -0.001 0.001 0.247
H 1.2107 2.0608 1.3240 0.004 -0.002 0.010 0.199
H 0.6256 2.2655 3.7259 -0.002 0.002 -0.002 0.242
N -1.7085 0.5144 -1.5726 0.124 0.033 -0.047 -0.524
C -2.6439 1.0460 -1.1364 -0.025 -0.022 0.129 0.461
C -3.5189 1.8902 -0.4620 0.028 -0.017 -0.060 -0.594
C -2.8084 2.9580 0.1255 -0.004 0.028 0.003 0.367
N -2.0654 3.7516 0.5285 -0.003 0.001 0.003 -0.481
C -4.9132 1.6934 -0.3468 -0.005 0.002 -0.004 0.289
N -6.0499 1.5316 -0.2530 0.001 0.000 0.006 -0.331
C 0.9890 -5.3396 -2.6573 -0.003 0.003 0.002 -1.100
Si 0.6242 -4.6828 -0.9435 -0.003 -0.001 -0.001 1.601
C -0.9973 -5.3891 -0.3278 0.005 0.001 -0.004 -1.100
C 2.0025 -5.1704 0.2268 -0.004 -0.001 -0.004 -1.100
C 0.5032 -2.8607 -1.0090 0.008 -0.003 0.004 -0.616
C 0.4275 -1.6416 -1.0637 0.030 -0.039 0.000 -0.364
H 1.0665 -6.4294 -2.6528 0.000 0.000 0.002 0.230
H 1.9289 -4.9330 -3.0351 0.000 0.000 0.000 0.238
H 0.1985 -5.0575 -3.3550 0.000 0.000 0.000 0.239
H -0.9602 -6.4802 -0.2844 -0.001 0.000 0.000 0.231
H -1.8188 -5.1030 -0.9872 0.000 0.000 0.000 0.239
H -1.2273 -5.0193 0.6735 0.001 0.000 0.001 0.233
H 2.1000 -6.2570 0.2878 0.001 0.000 0.000 0.230
H 1.8112 -4.7903 1.2322 -0.001 0.001 0.000 0.235
H 2.9573 -4.7614 -0.1088 0.000 0.000 -0.001 0.237
```
Forces are in eV/Å.



The following is a quantum chemistry calculation of a molecular structure, C24H35BrIrN2O5Sb, from the OMol25 dataset.

- Relative energy (zero: lowest compared OMol25 entry of this formula, charge and spin): 0.0 kcal per mole
- 2S+1: 1
- HOMO level: -0.5496 hartree
- LUMO level: -7.166 eV
- Total charge: +2

Geometry as XYZ:
```
69
Properties=species:S:1:pos:R:3:forces:R:3:nbo_charge:R:1
Ir -0.9609 0.1126 -1.3949 0.365 0.541 -0.077 0.809
O -2.0230 -3.8549 -1.8959 -0.043 -0.054 0.025 -0.597
C -1.8314 -2.6025 -1.6082 0.125 0.090 0.037 0.807
O -0.7627 -2.0108 -1.8301 -0.259 -0.186 -0.190 -0.592
C -2.9825 -1.8929 -0.9862 0.065 0.062 -0.014 0.040
C -4.2597 -2.3458 -0.7317 0.017 -0.014 0.011 -0.143
C -5.1740 -1.4331 -0.1957 0.037 0.042 0.005 -0.130
C -4.8112 -0.1088 0.0233 -0.043 -0.043 0.012 -0.140
C -3.5122 0.2803 -0.2694 0.093 -0.021 -0.033 0.113
N -2.6487 -0.6245 -0.7121 0.050 -0.129 -0.093 -0.405
C -2.9520 1.7045 -0.2207 -0.109 -0.019 0.056 0.732
O -3.6134 2.5853 0.2465 0.085 0.029 0.008 -0.513
O -1.7384 1.8439 -0.7440 -0.208 -0.151 -0.071 -0.683
H -1.2421 -4.2452 -2.3269 0.011 0.006 -0.008 0.533
H -4.5366 -3.3676 -0.9513 -0.018 0.006 0.003 0.270
H -6.1829 -1.7563 0.0222 0.001 -0.005 -0.002 0.264
H -5.5096 0.6303 0.3933 -0.006 -0.010 0.002 0.281
O 1.7453 3.9374 -5.4284 -0.003 -0.017 -0.011 -0.599
C 1.3031 3.1235 -4.4830 0.014 0.007 0.054 0.404
C 1.6291 3.2308 -3.1278 -0.010 -0.022 -0.065 -0.278
C 1.1122 2.3140 -2.2468 0.083 -0.023 -0.048 0.068
N 0.3207 1.2925 -2.6168 -0.163 -0.184 0.116 -0.543
C -0.0333 1.2612 -3.9093 -0.056 -0.091 -0.072 0.174
Br -1.3803 -0.0076 -4.3454 0.049 0.147 0.150 0.154
C 0.4218 2.1108 -4.8770 0.022 0.002 0.006 -0.308
H 2.3319 4.6237 -5.0845 0.009 0.020 0.007 0.509
H 2.2678 4.0233 -2.7615 -0.004 0.007 -0.004 0.245
H 1.3234 2.3936 -1.1951 0.003 -0.056 -0.079 0.232
H 0.0953 2.0332 -5.9035 0.002 -0.002 -0.001 0.276
C 3.3455 0.4519 -0.5070 -0.044 0.050 0.040 -0.639
C 2.5420 -0.7375 0.0083 0.042 -0.136 -0.018 -0.372
C 3.2849 -1.3649 1.1900 0.008 -0.031 -0.069 -0.648
C 2.3664 -1.7504 -1.1246 0.027 0.072 -0.017 -0.637
Sb 0.5442 -0.1589 0.7099 -0.135 0.014 0.220 1.862
C -0.1853 -1.7992 2.0126 -0.062 0.026 0.101 -0.367
C -1.6879 -1.6455 2.2514 -0.022 0.061 -0.031 -0.633
C 0.1072 -3.1537 1.3678 0.011 0.056 0.013 -0.633
C 0.4961 -1.7418 3.3840 0.056 -0.018 -0.055 -0.649
C 0.6011 1.6602 1.9505 0.214 0.098 0.035 -0.355
C 1.8088 1.5615 2.8924 -0.013 -0.008 -0.103 -0.651
C -0.7019 1.7512 2.7441 0.000 -0.077 -0.030 -0.643
C 0.7830 2.9153 1.0990 -0.103 -0.063 -0.016 -0.652
H 4.3581 0.0964 -0.7176 0.003 0.018 0.008 0.243
H 3.4344 1.2604 0.2207 -0.016 -0.001 -0.023 0.215
H 2.9510 0.8411 -1.4429 -0.023 0.025 -0.003 0.211
H 4.2830 -1.6492 0.8445 0.001 0.013 0.008 0.244
H 2.8063 -2.2717 1.5507 0.018 0.008 0.041 0.212
H 3.4141 -0.6754 2.0240 -0.002 0.020 0.005 0.222
H 3.3570 -2.0053 -1.5119 0.002 -0.021 0.017 0.240
H 1.7874 -1.3372 -1.9532 0.035 -0.002 0.003 0.212
H 1.8926 -2.6761 -0.8008 -0.030 0.002 0.038 0.216
H -2.2635 -1.5633 1.3360 -0.006 -0.070 0.051 0.186
H -1.9188 -0.7852 2.8781 -0.001 0.029 -0.023 0.229
H -2.0399 -2.5365 2.7788 0.012 0.018 0.032 0.236
H -0.3279 -3.2621 0.3745 -0.018 -0.009 0.023 0.189
H -0.3173 -3.9308 2.0098 -0.023 -0.005 -0.032 0.240
H 1.1740 -3.3546 1.2942 -0.025 -0.025 -0.049 0.221
H 0.3578 -0.7873 3.8846 -0.022 0.033 0.017 0.217
H 1.5585 -1.9743 3.3507 0.038 0.042 -0.023 0.224
H 0.0175 -2.4962 4.0156 0.040 -0.034 -0.019 0.242
H 1.8689 0.6343 3.4552 -0.049 -0.062 0.052 0.217
H 1.7309 2.3780 3.6158 0.015 0.000 -0.005 0.247
H 2.7471 1.6977 2.3521 -0.001 -0.024 0.025 0.216
H -0.7411 1.0232 3.5537 -0.018 -0.006 -0.017 0.216
H -1.5924 1.6373 2.1245 -0.003 0.056 -0.025 0.214
H -0.7548 2.7446 3.1968 0.003 -0.013 0.024 0.248
H 1.7258 2.8978 0.5493 0.027 0.022 0.088 0.196
H 0.8407 3.7670 1.7823 -0.029 0.008 -0.010 0.245
H -0.0488 3.0881 0.4173 -0.015 0.000 0.003 0.244
```
Forces are in eV/Å.



The following is a quantum chemistry calculation of C6H9N in the gas phase, from the OMol25 dataset.

- Relative energy (zero: lowest compared OMol25 entry of this formula, charge and spin): 55.4 kcal per mole
- SMILES: C=C(C#N)C(C)C
- 2S+1: 1
- HOMO level: -0.3701 hartree
- LUMO level: 0.488 eV
- Total charge: 0

Geometry as XYZ:
```
16
Properties=species:S:1:pos:R:3:forces:R:3:nbo_charge:R:1
C 1.8534 0.0134 0.7391 -0.262 -1.175 0.658 0.245
C 0.8990 -1.8408 -0.5379 0.912 2.082 1.501 -0.332
C 0.8235 -0.5941 -0.0618 -0.569 0.541 -1.307 -0.107
C -1.4270 -0.2364 0.6971 1.096 -0.883 1.390 -0.614
C -0.2850 1.7519 -0.5210 1.712 -1.668 0.477 -0.628
C -0.4708 0.1570 -0.3789 2.429 2.206 -0.590 -0.246
N 2.6593 0.2494 1.5249 0.152 0.531 -0.178 -0.291
H 1.6885 -2.4138 -0.1264 0.522 -1.185 -0.519 0.221
H 0.1080 -2.0603 -1.1958 -0.553 -1.259 -0.614 0.211
H -1.3877 -1.3718 0.7895 -0.377 1.478 0.074 0.219
H -2.3990 0.0728 0.3240 -0.446 0.274 1.094 0.223
H -0.9445 0.2061 1.7152 -1.887 -0.812 -2.169 0.223
H 0.0107 1.9736 -1.6118 -1.429 0.202 1.631 0.226
H 0.6841 1.9872 0.0009 -1.088 0.184 -0.040 0.213
H -1.1402 2.1856 0.0527 0.717 0.426 -1.300 0.228
H -0.6725 -0.0799 -1.4098 -0.929 -0.943 -0.105 0.211
```
Forces are in eV/Å.



The following is a quantum chemistry calculation of a molecular structure, C10H9F5I2O4RhSYb, from the OMol25 dataset.

- <S²>: 8.773
- 2S+1: 6
- HOMO level (spin up / spin down): -0.7771 / -0.8589 hartree
- LUMO level (spin up / spin down): -15.194 / -17.538 eV
- Total charge: +4

Geometry as XYZ:
```
33
Properties=species:S:1:pos:R:3:forces:R:3:nbo_charge:R:1
I 1.1191 -2.7273 -1.8536 0.689 -0.432 -0.004 0.637
I 1.3984 0.1519 -0.3589 0.554 0.250 0.108 -0.035
Rh -1.7699 1.0990 3.6916 0.553 -0.757 2.050 0.230
Yb 0.3617 0.0563 2.2525 1.065 0.585 0.783 1.712
S 2.4196 -1.1308 -3.0920 -0.742 -0.300 -0.221 0.670
C -1.3865 -1.2175 1.1604 -3.851 -3.308 -1.616 0.387
C -2.1509 -0.8345 3.8035 -3.915 -5.202 1.227 0.475
C 1.0725 -0.3732 -4.0384 -1.049 1.181 -0.164 -0.178
C 1.6095 0.9589 -4.5307 0.939 0.146 0.106 -0.644
C -0.2500 -0.1329 -3.3321 -0.392 -0.105 0.559 -0.638
C 0.8708 -1.3340 -5.2113 0.775 -1.221 -0.131 -0.623
C -1.5407 3.0080 3.9243 -0.364 7.501 0.956 0.536
C -2.2380 1.3965 1.8944 -1.571 1.510 -5.168 0.359
O -2.6237 -1.8837 3.9123 2.272 3.955 -0.538 -0.251
O -2.2705 -1.8584 0.7963 3.481 2.624 1.164 -0.266
O -1.4698 4.1618 4.0041 -0.043 -5.300 -0.410 -0.226
O -2.7684 1.7657 0.9215 1.595 -1.291 3.327 -0.300
H 0.8693 1.4130 -5.2021 0.277 -0.196 0.043 0.292
H 2.5496 0.7708 -5.0641 -0.128 0.547 -0.110 0.255
H 1.7742 1.6379 -3.6862 0.076 0.048 -0.264 0.228
H -0.9290 0.3822 -4.0353 0.319 -0.351 0.267 0.299
H -0.1601 0.4874 -2.4295 -0.003 0.111 -0.624 0.206
H -0.6983 -1.0682 -3.0009 -0.376 0.052 -0.325 0.215
H 0.1142 -0.9145 -5.8838 0.223 0.147 0.020 0.310
H 0.5094 -2.3047 -4.8604 -0.131 -0.022 -0.159 0.225
H 1.8337 -1.5032 -5.7159 -0.494 0.084 -0.311 0.261
F -0.0206 1.5581 6.0092 -0.069 -1.276 -2.021 -0.220
C 0.0642 0.8465 4.8552 0.127 1.717 1.007 0.372
F 1.1696 1.4250 4.0913 -0.592 -1.178 -0.273 -0.356
C 0.4896 -0.5752 5.1896 2.402 -2.409 4.724 0.887
F 1.6822 -0.6138 5.8154 -1.581 0.587 -0.939 -0.227
F -0.3745 -1.2891 5.9426 0.662 1.618 -1.754 -0.232
F 0.7434 -1.3578 4.0309 -0.708 0.685 -1.306 -0.361
```
Forces are in eV/Å.



The following is a quantum chemistry calculation of a molecular structure, CHHgO2, from the OMol25 dataset.

- Relative energy (zero: lowest compared OMol25 entry of this formula, charge and spin): 30.1 kcal per mole
- 2S+1: 1
- HOMO level: -0.6068 hartree
- LUMO level: -7.981 eV
- Total charge: +1

Geometry as XYZ:
```
5
Properties=species:S:1:pos:R:3:forces:R:3:nbo_charge:R:1
O 0.3580 -1.2805 -0.2750 -3.017 -4.967 -2.732 -1.136
C -1.2618 1.4523 -0.1760 0.886 0.167 0.214 0.719
O -0.1437 1.4291 0.0837 -3.576 2.682 -0.409 -0.710
Hg 1.4414 0.0672 0.1970 5.794 2.063 2.096 1.607
H -0.3939 -1.6681 0.1703 -0.087 0.054 0.831 0.520
```
Forces are in eV/Å.



The following is a quantum chemistry calculation of CF3NO3 in the gas phase, from the OMol25 dataset.

- Relative energy (zero: lowest compared OMol25 entry of this formula, charge and spin): 3.4 kcal per mole
- SMILES: O=[N+]([O-])OC(F)(F)F
- 2S+1: 1
- HOMO level: -0.4853 hartree
- LUMO level: -0.771 eV
- Total charge: 0

Geometry as XYZ:
```
8
Properties=species:S:1:pos:R:3:forces:R:3:nbo_charge:R:1
C -0.9626 -0.2003 -0.1597 -2.386 -0.647 0.588 1.140
N 1.4564 0.2164 0.1903 -2.809 1.613 -0.428 0.762
O 1.1473 1.0483 0.9566 -0.302 -0.034 0.762 -0.268
O 0.2513 -0.4357 -0.5942 3.025 -0.880 0.404 -0.477
O 2.4350 -0.1279 -0.2783 2.356 -1.489 -0.885 -0.220
F -1.3797 0.9576 -0.6385 -0.581 0.829 0.330 -0.311
F -1.1997 -0.2906 1.1577 0.920 0.892 0.293 -0.315
F -1.7480 -1.1680 -0.6340 -0.222 -0.284 -1.063 -0.311
```
Forces are in eV/Å.



The following is a quantum chemistry calculation of C4H5N3OS2 in the gas phase, from the OMol25 dataset.

- Relative energy (zero: lowest compared OMol25 entry of this formula, charge and spin): 66.6 kcal per mole
- SMILES: N/C(O)=C\C(S)=N/N=C=S
- 2S+1: 1
- HOMO level: -0.2922 hartree
- LUMO level: 0.127 eV
- Total charge: 0

Geometry as XYZ:
```
15
Properties=species:S:1:pos:R:3:forces:R:3:nbo_charge:R:1
C -0.2842 0.1787 -0.1733 0.173 2.238 0.789 -0.493
C -0.9256 -3.1460 -1.2309 3.468 2.512 1.309 0.172
C -0.3794 1.5213 0.0624 0.056 1.159 1.079 0.580
C 0.6929 -0.7071 0.3935 -0.068 -0.930 -1.236 0.120
N -0.0057 -2.4841 -0.8348 -2.086 -0.547 -1.005 -0.273
N 0.8478 -1.9315 0.0051 0.615 -0.709 1.093 -0.310
N 0.1763 2.2182 1.1230 -0.241 2.407 -2.535 -0.812
O -1.1600 2.3719 -0.6837 0.607 0.311 2.407 -0.682
S -2.0099 -3.8617 -2.0516 -1.934 -1.410 -1.027 -0.039
S 1.9427 -0.2411 1.5450 0.422 0.457 0.047 0.020
H -1.0054 -0.0504 -0.9124 -0.261 -1.352 -0.650 0.242
H 0.2527 1.8642 2.0083 0.211 -1.627 2.135 0.395
H 0.2568 3.2647 1.1591 -0.482 -1.762 -0.801 0.411
H -1.2260 2.2135 -1.5982 0.128 -0.950 -1.709 0.497
H 2.8271 -1.2107 1.1885 -0.609 0.202 0.106 0.172
```
Forces are in eV/Å.



| no. | F_max (hartree/bohr) | energy (a.u.) |
| --- | --- | --- |
| 1 | 0.003 | -3028.7063 |
| 2 | 0.013 | -4339.3466 |
| 3 | 0.065 | -288.6938 |
| 4 | 0.147 | -3447.7199 |
| 5 | 0.126 | -342.1579 |
| 6 | 0.064 | -618.0446 |
| 7 | 0.087 | -1191.2190 |